[1]
DFT (wB97M-V/def2-TZVPD) results for an isolated molecule of C2H3NOS.

Last column: Löwdin charge in e.
Atoms and positions in Å:
1 C -1.0456 -0.6068 0.0398  -0.41
2 C 0.1521 1.0133 -0.9905  -0.30
3 H -1.8247 -0.1264 0.6399  0.09
4 H -1.2410 -1.6367 -0.1335  0.06
5 H 0.2245 1.7374 -1.7030  0.10
6 N 0.8480 0.8675 0.0915  -0.29
7 O -0.8795 0.1892 -1.1227  -0.09
8 S 0.5814 -0.6250 0.9526  0.85

- Orbital gap: 9.24 eV
- M: 89.1 g mol⁻¹



[2]
DFT (wB97M-V/def2-TZVPD) results for a 2-piece molecular cluster, C2H3NOS overall.

Last column: Löwdin charge in e.
Atoms and positions in Å:
1 C -0.4566 0.1981 -0.0563  -0.09
2 C -0.8656 1.5688 -0.0087  -0.28
3 N -1.3240 2.6000 0.1862  0.14
4 O -3.6429 -0.6771 -0.5647  -0.70
5 S -4.2477 -0.1187 0.6475  0.73
6 H -0.3242 -0.2271 0.9073  0.08
7 H -1.2079 -0.5251 -0.4689  0.08
8 H 0.2369 -0.1143 -0.7478  0.05

- Orbital gap (alpha / beta): 7.83 / 7.74 eV
- M: 89.1 g mol⁻¹



[3]
DFT (wB97M-V/def2-TZVPD) results for an isolated molecule of C2H3NOS2.

Last column: Löwdin charge in e.
Atoms and positions in Å:
1 C -1.0041 -0.5353 -0.0094  -0.70
2 C 0.2994 0.1942 -0.0677  -1.13
3 H -2.3380 1.1684 0.0486  0.05
4 H -3.0505 -0.3846 -0.2592  0.18
5 H 2.5486 -0.1167 0.3017  -0.09
6 N -2.1745 0.1887 0.1813  0.11
7 O -1.0107 -1.7320 -0.0991  0.02
8 S 1.5288 -0.9701 0.0332  0.87
9 S 0.3697 1.8398 -0.0397  0.68

- Orbital gap: 7.94 eV
- M: 121.2 g mol⁻¹



[4]
DFT (wB97M-V/def2-TZVPD) results for an isolated molecule of C2H3NOS2.

Last column: Löwdin charge in e.
Atoms and positions in Å:
1 C -1.0126 -0.8432 0.0399  -0.37
2 C -1.0953 0.4914 0.0287  -0.05
3 N 0.0863 -1.5233 -0.1286  -0.47
4 O 3.1356 1.3839 0.2686  -0.62
5 S 1.5789 -1.1624 -0.1553  0.70
6 S 1.8125 0.9120 -0.1446  0.60
7 H -1.8765 -1.3729 0.4584  0.12
8 H -1.9412 1.1116 0.4403  0.08
9 H -0.6878 1.0030 -0.8073  0.01

- Orbital gap (alpha / beta): 7.35 / 7.31 eV
- M: 121.2 g mol⁻¹



[5]
DFT (wB97M-V/def2-TZVPD) results for an isolated molecule of C2H3NOS2.

Last column: Löwdin charge in e.
Atoms and positions in Å:
1 C 0.4475 -0.2493 -0.0590  -0.57
2 C -0.8534 0.8883 1.9966  -0.67
3 H 1.0217 -0.7338 -3.8531  -0.09
4 H 0.1854 -1.1892 0.3209  0.06
5 H -1.1620 1.7159 2.5652  0.07
6 N 0.6710 0.0188 -1.4218  -0.37
7 O -1.2922 -0.1291 2.3790  0.02
8 S 0.8836 -1.5228 -2.5695  0.52
9 S 0.0984 1.2012 0.6416  1.03

- Orbital gap: 8.65 eV
- M: 121.2 g mol⁻¹



[6]
DFT (wB97M-V/def2-TZVPD) results for an isolated molecule of C2H3NOS2.

Last column: Löwdin charge in e.
Atoms and positions in Å:
1 C 0.4951 -0.1672 -0.7136  -0.27
2 C -0.7385 -0.3873 0.0360  -0.78
3 H 2.5474 1.9642 0.9465  -0.16
4 H 0.5878 -0.6857 -1.7277  0.12
5 H -2.7271 -1.6059 0.3429  -0.11
6 N 1.4062 0.7053 -0.3553  -0.35
7 O -0.9064 0.0713 1.1607  -0.08
8 S 1.3485 1.5154 1.1001  0.84
9 S -2.0130 -1.4102 -0.7897  0.78

- Orbital gap: 8.72 eV
- M: 121.2 g mol⁻¹